A molecular structure, C17H25N2O10Ti in a non-equilibrium geometry, computed with ωB97M-V/def2-TZVPD.

The geometry in XYZ format:
```
55
C17H25N2O10Ti, DFT ωB97M-V/def2-TZVPD
Ti -0.0749 -0.4552 0.5024
O 1.3518 -4.7231 1.0050
C 0.8187 -3.5163 1.1067
O 1.4372 -2.4810 1.1853
C -0.6862 -3.5253 1.0983
O -1.1380 -2.2526 1.5225
C -1.1425 -2.0618 2.9539
C -0.3776 -0.8170 3.3431
O -0.3287 -0.4703 4.4860
O 0.1822 -0.1991 2.3099
H 2.3192 -4.6360 0.9962
H -1.0817 -4.3209 1.7249
H -1.0263 -3.6812 0.0780
H -0.6942 -2.9154 3.4606
H -2.1696 -1.9482 3.2840
C -3.6190 0.6879 -1.7421
O -3.7958 1.2008 -0.4052
C -3.0337 0.6775 0.5378
O -2.2370 -0.2370 0.3324
N -3.2655 1.2522 1.7258
N -2.6032 0.7990 2.8606
H -4.4960 1.0047 -2.2922
H -3.5437 -0.3932 -1.7281
H -2.7218 1.1187 -2.1795
H -3.8948 2.0376 1.7563
H -3.2649 0.6099 3.6004
H -1.9136 1.4703 3.1735
C 3.9108 0.7246 -0.5433
C 2.4650 0.9432 -0.2523
O 1.8237 -0.0621 0.1313
C 1.8532 2.2373 -0.3685
C 2.6300 3.3765 -0.6614
C 2.0819 4.6304 -0.6300
C 0.7301 4.7701 -0.2840
C -0.0539 3.6712 -0.0121
C 0.4868 2.3875 -0.0793
O -0.3110 1.3475 0.1360
H 4.1699 -0.3052 -0.3198
H 4.5286 1.3939 0.0571
H 4.1130 0.9364 -1.5958
H 3.6784 3.2582 -0.9039
H 2.6842 5.5006 -0.8535
H 0.2921 5.7599 -0.2313
H -1.1032 3.7733 0.2348
C 0.2967 -0.3602 -3.1026
C 0.1442 -1.6677 -2.3153
C 1.3767 -2.5455 -2.3752
O -0.1606 -1.4018 -0.9376
H 1.2915 -0.2786 -3.5458
H 0.1461 0.4991 -2.4493
H -0.4330 -0.2912 -3.9096
H -0.6999 -2.2294 -2.7066
H 2.2273 -2.0313 -1.9224
H 1.6150 -2.7772 -3.4134
H 1.2161 -3.4848 -1.8427
```

Results
HOMO level: -11.8 eV
orbital gap: 0.3064 Eh
E_LUMO: -0.1256 Eh
F_max: 1.863 eV Å⁻¹
total charge: +1